Density functional theory data (the ωB97M-V functional and the def2-TZVPD basis) for a cluster of 2 separate species, C48H50F6N3 in total at a distorted geometry.

Gap between HOMO and LUMO (eV): 1.8
Charge: +1
Electronic energy (Eh): -2622.26022
Energy above the lowest of the compared OMol25 structures with the same formula, charge and spin (kcal per mole): 66.6
HOMO energy (eV): -7.9

CARTESIAN COORDINATES (ANGSTROEM)
C1 -3.858 -1.352 -3.641
C2 -3.843 -2.312 -2.448
C3 -4.390 -3.696 -2.803
C4 -4.579 -1.728 -1.267
C5 -5.929 -1.442 -1.349
C6 -6.601 -0.906 -0.273
C7 -5.925 -0.641 0.899
C8 -4.579 -0.935 1.025
C9 -3.828 -0.658 2.308
C10 -4.663 -0.994 3.548
C11 -3.307 0.780 2.341
C12 -3.900 -1.480 -0.071
N1 -2.502 -1.812 0.041
N2 -2.069 -3.007 0.422
N3 -0.760 -2.951 0.354
C13 0.076 -4.068 0.727
C14 0.448 -5.008 -0.238
C15 -0.068 -4.875 -1.650
C16 -0.989 -6.048 -1.992
C17 1.071 -4.703 -2.661
C18 1.277 -6.056 0.120
C19 1.744 -6.173 1.412
C20 1.379 -5.243 2.364
C21 0.531 -4.196 2.042
C22 0.096 -3.186 3.079
C23 1.118 -2.056 3.216
C24 -0.221 -3.848 4.424
C25 -0.266 -1.678 -0.054
C26 1.102 -1.251 -0.146
C27 1.461 0.105 -0.029
C28 2.770 0.500 -0.127
C29 3.765 -0.433 -0.341
C30 5.209 0.026 -0.424
F1 5.995 -1.033 -0.727
F2 5.298 0.974 -1.384
F3 5.554 0.544 0.777
C31 3.443 -1.775 -0.437
C32 2.141 -2.177 -0.325
C33 -1.439 -0.930 -0.302
C34 -1.572 0.298 -0.865
H1 -3.435 -0.383 -3.375
H2 -3.286 -1.744 -4.483
H3 -4.876 -1.174 -3.987
H4 -2.791 -2.441 -2.139
H5 -4.337 -4.370 -1.946
H6 -5.436 -3.636 -3.101
H7 -3.835 -4.153 -3.624
H8 -6.460 -1.647 -2.263
H9 -7.655 -0.693 -0.348
H10 -6.456 -0.207 1.728
H11 -2.955 -1.334 2.308
H12 -5.073 -2.002 3.487
H13 -4.072 -0.933 4.462
H14 -5.501 -0.306 3.659
H15 -2.637 0.980 1.504
H16 -4.129 1.492 2.276
H17 -2.759 0.988 3.261
H18 -0.679 -3.956 -1.684
H19 -1.807 -6.121 -1.273
H20 -1.423 -5.946 -2.988
H21 -0.445 -6.991 -1.956
H22 1.646 -3.796 -2.473
H23 1.768 -5.540 -2.618
H24 0.695 -4.641 -3.682
H25 1.561 -6.783 -0.623
H26 2.388 -6.995 1.680
H27 1.757 -5.335 3.368
H28 -0.844 -2.744 2.705
H29 1.255 -1.527 2.273
H30 0.811 -1.323 3.963
H31 2.092 -2.443 3.512
H32 -0.909 -4.685 4.297
H33 0.681 -4.234 4.898
H34 -0.680 -3.147 5.123
H35 0.707 0.834 0.203
H36 3.041 1.538 -0.027
H37 4.228 -2.493 -0.599
H38 1.910 -3.222 -0.368
H39 -0.729 0.840 -1.238
H40 -2.541 0.721 -1.022
F4 0.800 10.609 -3.300
C35 1.791 9.945 -3.929
F5 1.342 9.434 -5.095
F6 2.834 10.770 -4.154
C36 2.260 8.807 -3.040
C37 2.535 7.570 -3.589
C38 2.954 6.536 -2.793
C39 3.118 6.699 -1.401
C40 3.536 5.578 -0.635
C41 3.586 5.384 0.770
C42 4.265 4.254 1.281
C43 4.375 4.034 2.632
C44 3.814 4.924 3.529
C45 3.105 6.017 3.062
C46 2.970 6.235 1.712
C47 2.894 7.991 -0.878
C48 2.455 9.012 -1.685
H41 2.408 7.441 -4.651
H42 3.162 5.579 -3.237
H43 3.876 4.736 -1.214
H44 4.713 3.558 0.595
H45 4.908 3.169 2.994
H46 3.921 4.762 4.590
H47 2.660 6.702 3.765
H48 2.331 7.029 1.376
H49 3.144 8.211 0.142
H50 2.256 9.990 -1.283

Atomic partial charges in e from the Löwdin method, atoms 1 to 6: atom 1 (C): -0.05, atom 2 (C): -0.37, atom 3 (C): -0.05, atom 4 (C): -0.13, atom 5 (C): -0.03, atom 6 (C): -0.05